(1)
Computed, not measured: a 3-piece molecular cluster, C5H13NO2 overall at a distorted geometry, with wB97M-V/def2-TZVPD.

Results
Energy relative to the best compared isomer or geometry (same formula, charge and spin), kcal per mole: 175.0
HOMO level (spin up / spin down), eV: -8.487 / -8.841
Strongest force on any atom, eV/Å: 2.16

Positions of all 21 atoms, in Å:
C: -1.4140 -0.1244 -0.3932
C: 1.1682 0.5518 -2.0789
N: 0.5060 1.3076 -1.0324
O: 0.2861 2.5543 -1.5632
H: -0.0427 3.0722 -0.8125
H: 2.1262 1.0222 -2.3193
H: -1.9204 0.8094 -0.1790
H: -1.3253 -0.3312 -1.4539
H: -1.8596 -0.9774 0.1086
H: 0.5508 0.5293 -2.9844
H: 1.3318 -0.4616 -1.7290
C: 0.4501 -1.8427 0.7795
C: -0.5775 0.0365 2.2105
C: 0.1911 -0.3450 0.9473
O: 1.1727 0.4322 0.6504
H: 0.8425 -2.0621 -0.2134
H: 0.0673 -0.1379 3.0780
H: 1.2091 -2.1464 1.5073
H: -0.4459 -2.4435 0.9471
H: -1.4938 -0.5425 2.3401
H: -0.8227 1.0990 2.1902

Atomic forces in eV per Å
C 0.4 -0.5 0.6
C 0.1 0.3 0.0
N -1.5 0.5 -1.5
O 0.7 0.2 0.1
H -0.1 -0.2 -0.1
H 0.0 -0.1 -0.1
H 0.2 0.0 0.1
H 0.3 0.1 0.0
H -0.2 0.1 0.1
H 0.0 0.1 0.1
H 0.0 0.1 0.1
C 0.0 0.1 -0.1
C 0.0 0.0 -0.1
C 0.0 0.3 -0.2
O 0.1 -1.0 1.2
H 0.0 0.0 0.0
H 0.0 0.0 -0.1
H -0.1 0.0 0.0
H 0.0 0.1 0.0
H 0.0 0.0 0.0
H 0.0 0.0 0.0



(2)
Computed, not measured: a 3-piece molecular cluster, C5H13NO2 overall at a distorted geometry, with wB97M-V/def2-TZVPD.

Results
Energy relative to the best compared isomer or geometry (same formula, charge and spin), kcal per mole: 62.5
HOMO level, eV: -7.999
Strongest force on any atom, eV/Å: 1.47

Positions of all 21 atoms, in Å:
C: -0.0130 1.5934 -2.7112
C: 0.2230 1.8285 -1.4259
C: 0.9504 0.8544 -0.5340
C: 0.2112 -0.0997 0.3628
C: 0.1612 -1.3978 0.0702
N: -0.3758 -2.3901 0.8959
H: -0.3027 2.4170 -3.3509
H: -0.0016 0.5877 -3.1139
H: 0.0586 2.8309 -1.0401
H: 1.6886 0.3383 -1.1624
H: 1.7435 1.3128 0.0844
H: -0.2481 0.2804 1.2688
H: 0.6598 -1.7740 -0.8136
H: -0.7837 -3.1296 0.3547
H: -0.9519 -2.0418 1.6450
O: -3.5782 -0.4457 0.1811
H: -3.7805 -0.7542 -0.7065
H: -4.0251 0.3686 0.4142
O: 3.0352 -0.4182 3.3112
H: 2.3576 0.0388 3.8220
H: 2.9716 0.0003 2.4481

Atomic forces in eV per Å
C -0.4 0.2 0.4
C 0.7 0.2 0.1
C 1.4 -0.4 0.4
C 0.1 -0.1 -0.7
C -0.1 0.1 0.8
N 0.5 0.2 -0.5
H -0.4 -0.2 -0.1
H 0.5 0.1 -0.2
H 0.0 0.0 0.0
H -0.7 -0.7 -0.3
H -0.7 0.9 0.1
H -0.1 0.0 0.0
H -0.1 0.0 -0.1
H -0.3 -0.3 0.3
H -0.2 -0.1 -0.1
O 0.5 -0.6 0.5
H -0.3 0.6 0.1
H -0.2 0.0 -0.6
O -0.1 0.2 0.1
H 0.1 -0.1 0.1
H 0.1 -0.1 -0.2



(3)
Computed, not measured: a 2-piece molecular cluster, C5H13NO2 overall at a distorted geometry, with wB97M-V/def2-TZVPD.

Results
Energy relative to the best compared isomer or geometry (same formula, charge and spin), kcal per mole: 8.2
HOMO level, eV: -9.650
Strongest force on any atom, eV/Å: 1.23

Positions of all 21 atoms, in Å:
C: 1.5848 -3.1985 0.1814
C: 0.4815 -2.3240 -0.3628
O: -0.4669 -2.7962 -0.9722
N: 0.6356 -0.9963 -0.1805
C: -0.3930 -0.0269 -0.5755
C: -0.3759 0.1972 -2.0777
C: -0.2233 1.2303 0.2674
H: 1.1596 -4.1367 0.4965
H: 2.1986 -3.4781 -0.6924
H: 2.2281 -2.8074 0.9555
H: 1.3902 -0.6630 0.3920
H: -1.3412 -0.5396 -0.3382
H: -1.2783 0.7048 -2.4036
H: 0.4618 0.8393 -2.3757
H: -0.2846 -0.7558 -2.5979
H: -0.4857 1.0086 1.2981
H: -0.8467 2.0172 -0.1485
H: 0.8317 1.5122 0.2608
O: -1.6297 4.9637 2.6518
H: -1.6874 5.1906 3.5940
H: -1.9592 4.0586 2.6274

Atomic forces in eV per Å
C 0.3 -0.6 -1.1
C -0.1 -0.2 0.1
O 0.2 0.1 0.2
N -0.1 0.6 0.1
C -0.3 -0.9 0.1
C 0.5 0.4 -0.1
C 0.1 -0.6 -0.3
H -0.3 -0.2 0.3
H 0.0 0.2 0.3
H 0.0 0.4 0.2
H 0.1 -0.1 0.0
H 0.1 0.4 0.0
H -0.2 0.0 0.0
H 0.0 -0.1 0.1
H -0.1 0.1 0.0
H -0.2 0.2 0.1
H 0.1 0.2 0.2
H -0.1 0.4 -0.1
O -0.1 -0.1 0.6
H 0.1 0.0 -0.4
H 0.0 0.0 -0.1



What did the second record say?
Computed, not measured: a 3-piece molecular cluster, C5H13NO2 overall at a distorted geometry, with wB97M-V/def2-TZVPD.

Results
Energy relative to the best compared isomer or geometry (same formula, charge and spin), kcal per mole: 62.5
HOMO level, eV: -7.999
Strongest force on any atom, eV/Å: 1.47

Positions of all 21 atoms, in Å:
C: -0.0130 1.5934 -2.7112
C: 0.2230 1.8285 -1.4259
C: 0.9504 0.8544 -0.5340
C: 0.2112 -0.0997 0.3628
C: 0.1612 -1.3978 0.0702
N: -0.3758 -2.3901 0.8959
H: -0.3027 2.4170 -3.3509
H: -0.0016 0.5877 -3.1139
H: 0.0586 2.8309 -1.0401
H: 1.6886 0.3383 -1.1624
H: 1.7435 1.3128 0.0844
H: -0.2481 0.2804 1.2688
H: 0.6598 -1.7740 -0.8136
H: -0.7837 -3.1296 0.3547
H: -0.9519 -2.0418 1.6450
O: -3.5782 -0.4457 0.1811
H: -3.7805 -0.7542 -0.7065
H: -4.0251 0.3686 0.4142
O: 3.0352 -0.4182 3.3112
H: 2.3576 0.0388 3.8220
H: 2.9716 0.0003 2.4481

Atomic forces in eV per Å
C -0.4 0.2 0.4
C 0.7 0.2 0.1
C 1.4 -0.4 0.4
C 0.1 -0.1 -0.7
C -0.1 0.1 0.8
N 0.5 0.2 -0.5
H -0.4 -0.2 -0.1
H 0.5 0.1 -0.2
H 0.0 0.0 0.0
H -0.7 -0.7 -0.3
H -0.7 0.9 0.1
H -0.1 0.0 0.0
H -0.1 0.0 -0.1
H -0.3 -0.3 0.3
H -0.2 -0.1 -0.1
O 0.5 -0.6 0.5
H -0.3 0.6 0.1
H -0.2 0.0 -0.6
O -0.1 0.2 0.1
H 0.1 -0.1 0.1
H 0.1 -0.1 -0.2



energy relative to the best compared isomer or geometry (same formula, charge and spin) of number 2 (C5H13NO2)? 62.5 kcal per mole



Look up the energy relative to the best compared isomer or geometry (same formula, charge and spin) of the third one. 8.2 kcal per mole



Please write out number 1 again, unchanged.
Computed, not measured: a 3-piece molecular cluster, C5H13NO2 overall at a distorted geometry, with wB97M-V/def2-TZVPD.

Results
Energy relative to the best compared isomer or geometry (same formula, charge and spin), kcal per mole: 175.0
HOMO level (spin up / spin down), eV: -8.487 / -8.841
Strongest force on any atom, eV/Å: 2.16

Positions of all 21 atoms, in Å:
C: -1.4140 -0.1244 -0.3932
C: 1.1682 0.5518 -2.0789
N: 0.5060 1.3076 -1.0324
O: 0.2861 2.5543 -1.5632
H: -0.0427 3.0722 -0.8125
H: 2.1262 1.0222 -2.3193
H: -1.9204 0.8094 -0.1790
H: -1.3253 -0.3312 -1.4539
H: -1.8596 -0.9774 0.1086
H: 0.5508 0.5293 -2.9844
H: 1.3318 -0.4616 -1.7290
C: 0.4501 -1.8427 0.7795
C: -0.5775 0.0365 2.2105
C: 0.1911 -0.3450 0.9473
O: 1.1727 0.4322 0.6504
H: 0.8425 -2.0621 -0.2134
H: 0.0673 -0.1379 3.0780
H: 1.2091 -2.1464 1.5073
H: -0.4459 -2.4435 0.9471
H: -1.4938 -0.5425 2.3401
H: -0.8227 1.0990 2.1902

Atomic forces in eV per Å
C 0.4 -0.5 0.6
C 0.1 0.3 0.0
N -1.5 0.5 -1.5
O 0.7 0.2 0.1
H -0.1 -0.2 -0.1
H 0.0 -0.1 -0.1
H 0.2 0.0 0.1
H 0.3 0.1 0.0
H -0.2 0.1 0.1
H 0.0 0.1 0.1
H 0.0 0.1 0.1
C 0.0 0.1 -0.1
C 0.0 0.0 -0.1
C 0.0 0.3 -0.2
O 0.1 -1.0 1.2
H 0.0 0.0 0.0
H 0.0 0.0 -0.1
H -0.1 0.0 0.0
H 0.0 0.1 0.0
H 0.0 0.0 0.0
H 0.0 0.0 0.0